Record 1
{
  "formula": "C6H7Cl",
  "method": "ωB97M-V/def2-TZVPD",
  "elements": ["C", "C", "C", "C", "C", "C", "Cl", "H", "H", "H", "H", "H", "H", "H"],
  "positions_angstrom": [[-0.4454, 0.3452, -0.7749], [0.9775, -0.1935, -0.5634], [-1.2704, -0.2655, 0.3018], [1.0763, -0.3634, 1.0351], [-0.4643, -0.6671, 1.3054], [2.3676, -0.8031, 1.8221], [3.7216, -0.6931, 0.7998], [-0.5028, 1.4061, -0.6585], [-0.8905, -0.0422, -1.6607], [0.8566, -1.1564, -1.0010], [1.6090, 0.4211, -1.0193], [-2.4510, -0.2599, 0.2604], [1.2239, 0.6016, 1.3711], [-0.7087, -1.3006, 2.1956]],
  "atomic_forces_ev_per_a": [[-0.27, -0.49, 0.89], [-3.39, -2.41, 3.09], [-0.98, -0.30, 1.90], [-1.67, -0.39, -0.77], [0.74, -1.57, 0.74], [-1.13, -0.89, -2.84], [0.40, -0.21, 0.92], [-0.06, 0.95, -0.50], [0.05, 0.43, -1.36], [0.94, -1.00, -0.44], [3.28, 2.17, -1.66], [2.73, -0.26, 0.27], [-0.51, 2.93, 0.54], [-0.14, 1.03, -0.78]],
  "lowdin_spin": [0.007, 0.031, 0.007, 0.183, 0.005, 1.407, 0.322, 0.000, 0.001, 0.002, 0.003, 0.001, 0.031, 0.001],
  "charge": 0,
  "spin_multiplicity": 3,
  "s_squared": 2.01,
  "relative_energy_kcal_mol": 46.8,
  "homo_lumo_gap_ev": [8.766, 7.960]
}

***

Record 2
{
  "formula": "C6H7Cl2NO2S",
  "method": "ωB97M-V/def2-TZVPD",
  "elements": ["C", "C", "C", "C", "C", "C", "N", "O", "O", "S", "Cl", "Cl", "H", "H", "H", "H", "H", "H", "H"],
  "positions_angstrom": [[-2.3221, -0.5623, 0.7273], [-3.4097, 0.2008, 0.5185], [-2.0726, -2.1538, 0.1083], [-1.4744, 1.5155, 0.7834], [0.9134, 0.4571, -0.4455], [0.2252, -0.2928, 0.7150], [-1.1964, 0.2108, 0.8013], [-1.8219, -2.9023, 1.0302], [-2.1552, -2.1360, -1.1042], [-3.1157, 1.9049, 0.6434], [-5.0111, -0.2663, 0.1724], [-1.7928, 0.4815, -2.3354], [-0.6292, 2.2964, 0.7051], [0.4464, 0.2335, -1.4053], [0.8083, 1.5970, -0.3344], [1.9930, 0.0664, -0.5116], [0.5829, 0.0608, 1.6610], [0.2709, -1.4167, 0.5450], [-2.1396, -0.7258, -1.9185]],
  "atomic_forces_ev_per_a": [[0.09, -1.55, -2.19], [-1.01, 0.59, 0.69], [-0.35, 1.50, 2.92], [2.02, 1.50, -0.16], [1.13, 0.21, 0.08], [-0.58, 0.33, -1.11], [-0.56, 1.02, -0.18], [0.15, -0.64, -0.76], [-0.04, -0.40, -1.14], [1.21, -0.94, 0.05], [0.00, -0.33, 0.04], [-0.33, 0.47, -0.63], [-1.78, -1.40, 0.49], [0.05, -0.18, 0.29], [0.83, -1.79, -0.07], [-1.45, 1.07, 0.24], [0.92, -0.56, 0.54], [-0.41, 1.57, 0.64], [0.10, -0.45, 0.28]],
  "mulliken_charge": [-0.916, 1.057, 0.592, 0.016, -0.913, -0.370, 0.277, -0.605, -0.672, -0.070, -0.169, -0.369, 0.193, 0.240, 0.327, 0.332, 0.342, 0.308, 0.401],
  "charge": 0,
  "relative_energy_kcal_mol": 3.7,
  "homo_lumo_gap_ev": 8.559
}

***

Record 3
{
  "formula": "C6H7ClN2",
  "method": "ωB97M-V/def2-TZVPD",
  "elements": ["C", "C", "C", "C", "C", "C", "N", "N", "Cl", "H", "H", "H", "H", "H", "H", "H"],
  "positions_angstrom": [[0.8959, 0.6278, 2.6564], [1.1817, 0.5020, 1.2937], [-0.5087, -0.7466, 1.7943], [-1.3170, -0.2442, -1.8823], [-0.0562, 0.7290, -2.0539], [0.0444, -0.7297, -1.7877], [-0.1771, -0.1287, 2.9111], [0.2596, -0.3153, 0.7213], [0.9241, -2.0567, -1.9634], [1.4805, 1.1181, 3.4275], [1.7965, 1.1853, 0.7651], [-1.0711, -1.6805, 1.8296], [-1.8321, -0.1900, -0.9217], [-2.0141, -0.5030, -2.6998], [0.3430, 1.0717, -2.8966], [0.0505, 1.3608, -1.1935]],
  "atomic_forces_ev_per_a": [[0.45, -0.07, -1.37], [-0.51, 0.82, 0.80], [0.74, 0.20, -0.88], [0.05, 0.29, -0.63], [-2.02, -3.06, 3.86], [-0.96, 2.31, 2.51], [-0.40, -1.16, 1.42], [-0.54, -1.02, -0.34], [0.73, -0.90, -0.54], [-0.35, 0.19, -0.18], [0.72, 0.09, -0.76], [-0.34, 0.62, -0.47], [0.28, 0.36, -0.14], [0.83, -0.05, 0.23], [1.07, 1.29, -3.78], [0.27, 0.10, 0.27]],
  "mulliken_charge": [-0.331, -0.463, -0.339, -0.356, -0.508, 0.533, -0.615, -0.097, -0.048, 0.366, 0.406, 0.350, 0.251, 0.283, 0.360, 0.208],
  "charge": 0,
  "relative_energy_kcal_mol": 109.7,
  "homo_lumo_gap_ev": [5.148, 5.147]
}

***

Record 4
{
  "formula": "C6H7ClN2S",
  "method": "ωB97M-V/def2-TZVPD",
  "elements": ["C", "C", "C", "C", "C", "C", "N", "N", "S", "Cl", "H", "H", "H", "H", "H", "H", "H"],
  "positions_angstrom": [[0.6841, -2.6112, 0.5243], [-1.1737, 0.2978, 0.6576], [0.5513, -2.8212, 1.8468], [-0.7760, -0.9535, 0.9940], [-0.1466, -0.3054, -1.3149], [-0.0256, 2.0349, -0.5991], [-0.1545, -1.6643, 0.0171], [-0.6562, 0.7260, -0.5804], [-0.6144, -1.7187, 2.5617], [1.3364, -0.0343, -2.1651], [1.3173, -3.1635, -0.1455], [-1.7077, 0.9973, 1.2680], [0.9800, -3.5963, 2.4493], [-0.8433, -0.8761, -1.9142], [0.9969, 2.0137, -0.2048], [-0.0023, 2.4106, -1.6230], [-0.6270, 2.7026, 0.0148]],
  "atomic_forces_ev_per_a": [[0.48, -0.34, 0.66], [-0.30, -0.35, 0.39], [-0.01, 0.08, -0.17], [-0.12, 0.54, 0.27], [-0.60, -1.14, 0.59], [0.24, 0.20, -0.08], [-0.28, 1.02, -1.25], [0.17, 0.26, -0.22], [-0.05, -0.06, -0.17], [0.25, -0.04, -0.15], [0.10, -0.18, -0.07], [-0.05, 0.14, 0.10], [0.13, -0.19, 0.03], [0.16, 0.03, -0.05], [-0.13, 0.01, 0.04], [0.01, 0.07, 0.13], [0.00, -0.03, -0.04]],
  "mulliken_charge": [-0.544, -0.655, -0.253, 0.303, 0.065, -1.060, -0.252, 0.106, -0.188, -0.160, 0.380, 0.470, 0.417, 0.327, 0.344, 0.345, 0.354],
  "charge": 0,
  "relative_energy_kcal_mol": 3.7,
  "homo_lumo_gap_ev": 7.416
}

***

Record 5
{
  "formula": "C6H7ClN2S",
  "method": "ωB97M-V/def2-TZVPD",
  "elements": ["C", "C", "C", "C", "C", "C", "N", "N", "S", "Cl", "H", "H", "H", "H", "H", "H", "H"],
  "positions_angstrom": [[1.9389, 1.7324, 0.1080], [0.1121, -1.0909, -0.1817], [3.1305, 1.0852, 0.3036], [1.1793, -0.1872, -0.0711], [-1.3524, 0.7533, -0.1409], [-2.1429, -1.5421, -0.0053], [0.7997, 1.1173, -0.0723], [-1.0849, -0.5609, -0.1386], [2.8184, -0.6437, 0.1620], [-3.0339, 1.0944, 0.4260], [1.9319, 2.9002, 0.1950], [0.0545, -2.0894, -0.2406], [4.1388, 1.4203, 0.3267], [-1.1708, 1.3885, -0.9320], [-3.0446, -1.1286, -0.3192], [-1.9969, -2.4827, -0.4506], [-2.2779, -1.7660, 1.0308]],
  "atomic_forces_ev_per_a": [[3.40, 5.67, 1.67], [2.08, 2.60, -0.28], [-1.08, -0.90, -0.58], [-2.50, -1.52, -0.40], [-2.88, -1.31, 1.33], [-0.38, 0.31, 1.62], [1.49, -2.84, -0.87], [-1.69, 0.72, -0.41], [-0.16, 1.20, 0.11], [0.25, 0.40, -0.04], [0.00, -2.21, -0.35], [0.88, -3.39, -0.03], [0.33, 0.51, 0.16], [0.83, 1.18, -0.96], [-1.40, 0.44, -0.78], [0.91, -0.83, -1.11], [-0.10, -0.04, 0.91]],
  "mulliken_charge": [-0.515, -0.579, -0.275, 0.423, 0.111, -1.128, -0.324, 0.031, -0.155, -0.271, 0.258, 0.441, 0.454, 0.358, 0.396, 0.328, 0.447],
  "charge": 0,
  "relative_energy_kcal_mol": 33.2,
  "homo_lumo_gap_ev": [7.047, 7.048]
}

***

Record 6
{
  "formula": "C6H7ClO2",
  "method": "ωB97M-V/def2-TZVPD",
  "elements": ["C", "C", "C", "C", "C", "C", "H", "H", "H", "H", "H", "H", "H", "O", "O", "Cl"],
  "positions_angstrom": [[-3.3391, -0.5790, 0.0816], [-0.8426, -0.5535, -0.0441], [0.3970, 0.4053, -0.1533], [1.5589, -0.2754, -0.4036], [3.0524, -0.1652, 0.1032], [2.3365, -1.5770, 0.2736], [-4.0682, 0.3371, -0.4215], [-3.2963, -1.4259, -0.5437], [-3.8495, -0.9430, 1.1210], [3.7913, -0.4430, -0.8471], [3.4164, 0.8317, 0.8433], [1.8661, -1.9118, 1.3320], [2.8274, -2.4275, -0.3826], [-2.0283, 0.0824, 0.0939], [-0.7331, -1.8392, -0.1749], [0.1426, 2.1475, 0.0237]],
  "atomic_forces_ev_per_a": [[-2.23, 2.78, 0.72], [-0.21, -4.33, -1.08], [-0.07, -2.68, -0.42], [2.57, -0.29, 3.82], [0.11, 0.89, -2.61], [-1.35, 1.18, 0.52], [2.05, -2.94, 1.56], [0.03, -0.89, -0.87], [1.89, 1.29, -2.17], [-1.61, 1.53, 2.66], [-1.16, -3.62, -2.02], [1.16, 0.79, -2.82], [-1.40, 1.95, 1.45], [0.37, -0.22, 0.72], [-0.60, 5.86, 0.81], [0.45, -1.29, -0.27]],
  "mulliken_charge": [-0.627, 0.723, -0.201, 0.270, -0.385, -0.433, 0.210, 0.323, 0.238, 0.193, 0.270, 0.207, 0.219, -0.248, -0.596, -0.164],
  "charge": 0,
  "smiles": "COC(=O)C(Cl)=C1CC1",
  "relative_energy_kcal_mol": 96.3,
  "homo_lumo_gap_ev": 9.479
}

***

Record 7
{
  "formula": "C6H7F4P",
  "method": "ωB97M-V/def2-TZVPD",
  "elements": ["C", "C", "C", "C", "C", "C", "F", "F", "F", "F", "P", "H", "H", "H", "H", "H", "H", "H"],
  "positions_angstrom": [[0.1409, -1.4468, 0.5692], [-0.5824, -0.5603, -0.1072], [1.5122, -0.8220, 0.8963], [0.1379, 0.6765, -0.4725], [1.5318, 0.3969, -0.0890], [-1.9513, -0.8283, -0.6564], [2.6598, -1.5903, 0.5919], [-0.0267, 1.1066, -1.7935], [2.1479, 1.4831, 0.4790], [2.2326, 0.1390, -1.2101], [-0.6446, 2.3206, 0.9438], [-0.1425, -2.4671, 0.9893], [1.7261, -0.4638, 1.9433], [-1.9192, -0.8463, -1.7557], [-2.4891, -0.1113, -0.0088], [-2.3436, -1.8760, -0.3200], [-1.7853, 1.9558, 0.2741], [-0.2045, 2.9336, -0.2738]],
  "atomic_forces_ev_per_a": [[2.43, -1.11, 2.57], [-0.99, 0.82, -2.48], [0.93, 0.42, -0.07], [-0.22, -4.64, -3.41], [1.22, 0.86, 0.49], [-0.07, -1.90, 1.94], [-1.21, -0.04, 0.12], [-0.13, -0.13, 2.06], [0.14, -0.13, 0.14], [0.30, -0.42, -0.01], [-0.37, 2.72, 1.95], [0.21, 1.61, -0.91], [-0.78, -0.36, -0.96], [-0.61, 0.86, 0.50], [-0.94, 0.03, -1.49], [0.90, 1.79, -0.55], [-1.05, -0.35, -0.26], [0.23, -0.05, 0.40]],
  "lowdin_spin": [0.241, 0.061, 0.028, 0.516, 0.051, -0.006, 0.011, 0.093, 0.014, 0.018, 0.839, 0.013, 0.005, -0.002, -0.002, 0.000, 0.057, 0.061],
  "charge": 0,
  "spin_multiplicity": 3,
  "s_squared": 2.02,
  "relative_energy_kcal_mol": 0.0,
  "homo_lumo_gap_ev": [7.110, 7.178]
}

***

Record 8
{
  "formula": "C6H7FInN2O3S",
  "method": "ωB97M-V/def2-TZVPD",
  "elements": ["O", "C", "C", "C", "S", "C", "N", "N", "C", "O", "O", "C", "F", "H", "H", "H", "H", "H", "H", "H", "In"],
  "positions_angstrom": [[0.4289, -2.0674, 0.2392], [-0.4557, -1.2568, 0.0152], [-1.0112, -0.3750, 1.1301], [-1.6897, 0.9120, 0.7065], [-0.7549, 2.4556, 0.2137], [0.8433, 2.3676, 0.4581], [1.6454, 3.3340, 1.1595], [2.8247, 2.9003, 1.1825], [2.8666, 1.6968, 0.4508], [1.6981, 1.3394, 0.0442], [-0.9907, -0.9834, -1.1555], [-0.7210, -1.8186, -2.3133], [0.3872, -1.3486, -2.8730], [-1.8263, -0.9623, 1.5768], [-0.2519, -0.2518, 1.9009], [-2.2833, 1.3585, 1.5208], [-2.3524, 0.7140, -0.1412], [3.7427, 1.0752, 0.2579], [-1.5752, -1.6968, -2.9714], [-0.5978, -2.8588, -2.0223], [0.0731, -4.5341, 0.6204]],
  "atomic_forces_ev_per_a": [[-0.81, 0.30, -0.23], [0.80, 0.44, -0.01], [0.20, 0.11, -0.23], [0.00, -1.22, -0.90], [-0.28, 0.70, 1.26], [0.25, -0.31, -0.44], [0.08, 0.21, -0.74], [-0.05, 0.08, 0.24], [-0.29, 0.00, -0.05], [-0.08, -0.40, 0.75], [-0.46, -0.18, 0.30], [-0.27, -0.12, -0.14], [0.55, 0.13, -0.19], [-0.01, 0.09, 0.13], [-0.04, -0.02, 0.06], [0.22, 0.43, -0.04], [-0.09, 0.30, -0.02], [0.08, 0.13, -0.12], [-0.08, 0.14, 0.01], [0.09, -0.01, 0.17], [0.16, -0.81, 0.17]],
  "mulliken_charge": [-0.645, 0.771, -0.706, -0.617, 0.215, 0.508, 0.047, -0.077, 0.296, 0.019, -0.297, 0.085, -0.234, 0.451, 0.392, 0.518, 0.513, 0.450, 0.278, 0.142, 0.891],
  "charge": 3,
  "relative_energy_kcal_mol": 0.0,
  "homo_lumo_gap_ev": 4.239
}

***

Record 9
{
  "formula": "C6H7FN",
  "method": "ωB97M-V/def2-TZVPD",
  "elements": ["C", "C", "C", "C", "C", "C", "N", "F", "H", "H", "H", "H", "H", "H", "H"],
  "positions_angstrom": [[-1.9520, -0.8999, 0.0166], [-1.6404, 0.5623, -0.1083], [-1.0690, -1.8498, 0.2410], [-0.4006, 1.0464, -0.0038], [0.7243, -1.0777, 0.1138], [1.9811, 1.0076, 0.0168], [0.7522, 0.2342, 0.0044], [1.8169, -1.7539, 0.1475], [-3.0234, -1.1893, -0.1223], [-2.4479, 1.2467, -0.2948], [-1.1552, -2.8894, 0.2081], [-0.1448, 2.0943, -0.0454], [2.6895, 0.1820, -0.3072], [1.9083, 1.7598, -0.8532], [1.9611, 1.5268, 0.9869]],
  "atomic_forces_ev_per_a": [[-1.08, 1.74, -0.55], [0.02, -1.66, 0.37], [4.82, 3.25, -0.96], [-0.50, -0.64, -0.60], [-5.11, -0.40, 0.41], [0.63, -0.44, -2.36], [-1.10, -1.28, 0.67], [-0.22, 0.08, -0.02], [1.01, 0.20, 0.33], [-0.21, 0.09, 0.22], [0.27, -1.39, 0.24], [-0.22, 0.01, -0.03], [0.37, 1.93, 1.19], [0.24, -1.10, 1.46], [1.07, -0.39, -0.37]],
  "mulliken_charge": [-0.016, -0.392, -0.524, -0.180, 0.548, -0.935, 0.045, -0.159, 0.339, 0.402, 0.433, 0.387, 0.308, 0.364, 0.380],
  "charge": 1,
  "relative_energy_kcal_mol": 54.3,
  "homo_lumo_gap_ev": 10.086
}

***

Record 10
{
  "formula": "C6H7FS",
  "method": "ωB97M-V/def2-TZVPD",
  "elements": ["C", "C", "C", "C", "C", "C", "H", "H", "H", "H", "H", "H", "H", "F", "S"],
  "positions_angstrom": [[-0.0013, 0.9965, 0.9496], [0.5855, 0.3482, -0.2605], [1.9027, -0.4985, -0.0213], [-0.3091, -0.6834, -0.8250], [-1.6550, -0.7603, -0.4091], [-2.8351, -0.5477, -0.2423], [0.6404, 1.8511, 1.2735], [-0.8606, 1.5447, 0.6592], [-0.1559, 0.3315, 1.7558], [2.4023, -0.3581, 0.9530], [2.5760, -0.2970, -0.8758], [-0.1053, -0.9709, -1.9183], [-3.7491, -0.2860, 0.2181], [0.7874, 1.3157, -1.1803], [0.7769, -1.9858, -0.0766]],
  "atomic_forces_ev_per_a": [[1.62, 1.94, 0.12], [1.39, 0.40, 1.17], [-1.50, 0.53, -0.13], [1.37, -3.59, -1.90], [-2.34, 0.96, -0.63], [1.36, -0.26, 0.57], [0.14, -0.93, -0.05], [-1.35, -0.05, -0.21], [-0.36, -0.69, 0.79], [-0.29, 0.00, -0.57], [-0.25, -0.68, 0.42], [-0.81, 1.34, 1.31], [-0.53, -0.15, -0.17], [0.47, 1.46, -1.20], [1.07, -0.29, 0.48]],
  "mulliken_charge": [-1.793, 1.326, -0.826, -0.003, -0.734, -0.221, 0.381, 0.473, 0.407, 0.347, 0.337, 0.392, 0.413, -0.357, -0.142],
  "charge": 0,
  "relative_energy_kcal_mol": 59.5,
  "homo_lumo_gap_ev": 9.771
}